11
Properties=species:S:1:pos:R:3:lowdin_charge:R:1 method="wB97M-V/def2-TZVPD" multiplicity=1 lumo_ev="0.23 / 0.48" e_homo_ev="-6.78 / -8.00" max_force_ev_per_a=3.3
C 1.779 0.249 -0.137 -0.05
C 0.800 -0.635 0.456 -0.29
N -1.324 0.136 -0.692 -0.48
O -1.695 -1.193 -0.787 -0.19
O 0.614 -1.676 0.970 0.11
S -2.200 1.086 0.503 0.66
H 1.227 0.457 -1.089 0.10
H 1.724 1.113 0.530 0.10
H 2.713 -0.365 -0.152 0.10
H -2.094 -1.404 0.132 0.10
H -1.543 2.233 0.266 -0.16

=====

11
Properties=species:S:1:pos:R:3:lowdin_charge:R:1 method="wB97M-V/def2-TZVPD" multiplicity=1 lumo_ev="-3.18 / -3.19" e_homo_ev="-9.57 / -9.51" max_force_ev_per_a=4.3
C 1.578 -0.592 0.634 -0.58
C -1.121 0.838 -1.010 0.08
N -1.447 0.040 -0.020 -0.49
O -0.993 -1.182 0.068 -0.04
O -2.145 0.518 0.830 0.05
S 1.575 1.092 0.153 0.68
H 0.686 -1.097 0.270 -0.01
H 1.380 -0.849 1.755 0.08
H 2.546 -1.042 0.220 0.06
H -1.625 1.794 -1.178 0.11
H -0.435 0.480 -1.722 0.05

=====

11
Properties=species:S:1:pos:R:3:lowdin_charge:R:1 method="wB97M-V/def2-TZVPD" multiplicity=1 lumo_ev=-0.46 e_homo_ev=-8.94 max_force_ev_per_a=1.0 smiles="C=[N+]([O-])O.C=S"
C -0.379 -0.022 -1.238 0.05
C 1.776 0.021 0.915 -0.60
N -1.193 0.254 -0.287 -0.42
O -1.449 1.329 0.234 -0.01
O -1.869 -0.853 0.247 0.05
S 3.020 -0.044 -0.102 0.60
H -0.278 -1.035 -1.567 0.10
H 0.159 0.786 -1.694 0.10
H 1.289 0.953 1.167 0.00
H 1.397 -0.874 1.393 0.01
H -2.471 -0.515 0.932 0.12

=====

11
Properties=species:S:1:pos:R:3:lowdin_charge:R:1 method="wB97M-V/def2-TZVPD" multiplicity=1 lumo_ev=0.34 e_homo_ev=-10.88 max_force_ev_per_a=3.7 smiles="NC=O.O=CO"
C 0.798 1.918 -1.369 -0.35
N 0.450 0.546 -1.631 0.04
O 1.965 2.296 -1.205 0.01
H -0.176 2.551 -1.227 0.14
H 1.069 0.128 -2.411 0.14
H -0.510 0.185 -1.631 0.08
O -1.094 -1.995 2.543 0.10
C -1.326 -1.342 1.581 -0.37
O -0.601 -1.426 0.402 0.01
H -2.158 -0.552 1.559 0.15
H -0.368 -0.595 -0.059 0.04

=====

11
Properties=species:S:1:pos:R:3:lowdin_charge:R:1 method="wB97M-V/def2-TZVPD" multiplicity=1 lumo_ev=0.68 e_homo_ev=-10.43 max_force_ev_per_a=6.1 smiles="NC(=O)C(O)O"
C 0.742 -0.192 0.025 -0.51
C -0.741 -0.231 0.373 -0.22
N 1.376 0.992 -0.062 0.15
O 1.267 -1.231 -0.281 0.08
O -1.376 0.916 -0.463 -0.03
O -1.222 -1.547 0.044 0.00
H -0.995 -0.108 1.328 0.10
H 0.974 1.812 0.473 0.14
H 2.471 0.969 0.017 0.17
H -2.034 0.596 -1.052 0.06
H -0.462 -1.976 -0.401 0.09

=====

11
Properties=species:S:1:pos:R:3:lowdin_charge:R:1 method="wB97M-V/def2-TZVPD" multiplicity=1 lumo_ev=0.67 e_homo_ev=-8.31 max_force_ev_per_a=1.4 smiles="NO/C(O)=C/O"
C 0.116 0.381 -0.402 -0.42
N -0.958 0.968 1.558 0.06
C 0.212 -0.901 -0.775 -0.13
O -1.082 0.856 0.108 -0.12
O 1.182 1.244 -0.487 0.08
O 1.353 -1.477 -1.258 0.01
H 0.845 2.071 -0.098 0.12
H 1.128 -2.363 -1.590 0.11
H -0.306 0.215 1.801 0.08
H -1.868 0.592 1.834 0.08
H -0.621 -1.586 -0.691 0.13

=====

Relative energy (zero: lowest compared OMol25 entry of this formula, charge and spin): 131.7, 165.7, 111.3, 31.1, 23.9, 82.6 (kcal per mole)